Formula: C14H48F6O17P
Source: the Open Molecules 2025 dataset
Level of theory: ωB97M-V/def2-TZVPD

CARTESIAN COORDINATES (ANGSTROEM)
P: -0.144 -7.629 18.722
F: -1.054 -8.897 19.240
F: -0.454 -6.835 20.105
F: 1.123 -8.164 19.599
F: 0.825 -6.288 18.356
F: 0.279 -8.509 17.467
F: -1.440 -7.078 17.938
C: 2.040 -6.368 22.234
C: 1.582 -5.811 23.582
O: 0.295 -5.912 23.766
O: 1.531 -7.671 22.227
H: 3.129 -6.324 22.222
H: 1.626 -5.798 21.403
H: 1.872 -4.774 23.751
H: 2.083 -6.243 24.448
H: 0.226 -6.848 23.964
H: 0.574 -7.652 22.299
C: 2.584 -10.543 23.498
C: 2.191 -10.530 22.069
O: 2.844 -9.712 21.196
O: 3.952 -10.880 23.561
H: 2.142 -11.343 24.093
H: 2.648 -9.576 23.997
H: 1.109 -10.542 21.940
H: 2.487 -11.540 21.782
H: 2.347 -8.899 21.317
H: 4.469 -10.430 22.890
C: 3.889 -10.607 18.507
C: 3.635 -12.000 18.900
O: 3.000 -12.739 17.934
O: 4.922 -10.009 19.375
H: 2.931 -10.153 18.760
H: 4.028 -10.605 17.426
H: 2.912 -12.080 19.711
H: 4.606 -12.322 19.277
H: 3.627 -12.912 17.228
H: 4.541 -9.849 20.241
C: -0.001 -2.722 19.209
C: 1.338 -2.015 19.047
O: 2.220 -2.670 18.055
O: -0.816 -2.643 18.090
H: -0.471 -2.429 20.147
H: 0.347 -3.751 19.307
H: 1.793 -1.906 20.031
H: 1.173 -1.012 18.655
H: 1.685 -3.401 17.737
H: -1.127 -1.757 17.890
C: -0.940 -11.808 18.191
C: -0.906 -11.724 19.722
O: -1.289 -12.937 20.383
O: 0.237 -12.324 17.444
H: -1.227 -10.863 17.729
H: -1.693 -12.544 17.908
H: -1.722 -11.069 20.025
H: 0.007 -11.285 20.122
H: -1.565 -12.645 21.255
H: 1.012 -12.100 17.965
C: -2.680 -4.298 14.967
C: -3.169 -4.597 16.389
O: -3.823 -3.504 16.881
O: -2.632 -5.416 14.090
H: -1.739 -3.753 14.889
H: -3.373 -3.605 14.489
H: -2.452 -4.931 17.139
H: -3.993 -5.304 16.486
H: -3.339 -2.771 17.267
H: -2.059 -6.084 14.473
C: -2.384 -8.371 14.490
C: -2.363 -9.907 14.748
O: -1.248 -10.554 14.202
O: -1.165 -7.749 14.968
H: -3.141 -7.956 15.156
H: -2.305 -8.256 13.409
H: -3.171 -10.532 14.366
H: -2.369 -10.115 15.818
H: -0.479 -10.229 14.676
H: -1.051 -7.805 15.919
O: 3.632 -6.808 18.495
H: 2.787 -6.438 18.752
H: 3.511 -7.755 18.569
O: -2.964 -7.221 21.768
H: -3.351 -6.712 21.055
H: -2.207 -7.651 21.372
O: -2.821 -4.596 19.705
H: -2.375 -5.422 19.894
H: -2.199 -3.920 19.974

Lowest unoccupied orbital energy   2.13 eV
HOMO energy   -7.31 eV
Net charge   -1
Orbital gap   9.44 eV

Atomic partial charges in e from the Löwdin method, atoms 1 to 8: P 0.258; F -0.163; F -0.172; F -0.165; F -0.190; F -0.112; F -0.128; C -0.179